Entry 1:
27
Properties=species:S:1:pos:R:3:forces:R:3 method="wB97M-V/def2-TZVPD" s2=0.761 max_force_ha_per_bohr=0.0042 homo_ev="-4.8143 / -5.2041" e_above_lowest_kj_mol=0.0 charge=-1 e_tot_ha=-7820.98855 molar_mass_g_mol=894.2 spin_multiplicity=2
Pd 1.87789 -0.98110 0.64307 -0.079 -0.043 -0.079
S 5.07564 -0.88027 4.34979 0.016 -0.016 -0.016
Sb 4.82808 -1.24951 2.12780 0.049 0.050 -0.038
S 3.12520 -2.73970 1.44168 -0.087 0.079 -0.057
S 3.68504 0.43939 0.90820 0.024 -0.062 0.097
C 1.61196 2.39108 -0.36779 -0.059 -0.020 -0.047
C 0.31250 1.65972 -0.25406 0.099 0.151 0.075
C -0.89263 2.37428 -0.45093 0.013 0.013 -0.007
C -2.09506 1.74863 -0.36735 0.026 -0.017 0.037
C -2.13946 0.36270 -0.10046 -0.002 0.023 -0.039
C -3.32478 -0.40145 -0.02962 -0.005 0.004 0.010
Br -5.02225 0.42821 -0.24759 0.006 0.001 -0.007
C -3.27305 -1.74772 0.19761 0.012 0.005 0.012
C -2.04356 -2.38513 0.36823 0.041 -0.021 -0.023
Br -2.01216 -4.25083 0.65721 -0.001 0.010 0.004
C -0.82652 -1.70301 0.32903 -0.066 -0.154 0.005
O 0.30914 -2.28437 0.47639 0.040 -0.025 0.040
C -0.90331 -0.29038 0.08973 -0.091 0.069 -0.006
N 0.29824 0.37461 0.03277 -0.014 0.028 0.136
H 1.45250 3.35698 -0.84380 0.009 0.025 -0.006
H 2.32780 1.81595 -0.95392 -0.016 0.020 -0.008
H 2.05798 2.54838 0.61573 -0.042 -0.005 -0.020
H -0.83176 3.43235 -0.66571 -0.003 -0.002 -0.014
H -3.01791 2.29471 -0.50678 -0.001 -0.005 -0.019
H -4.18192 -2.33066 0.24790 0.000 0.001 -0.003
I 1.73323 -0.97976 -2.50830 0.152 -0.107 0.109
I 1.86918 -1.00308 -5.18887 -0.022 0.001 -0.138



Entry 2:
70
Properties=species:S:1:pos:R:3:forces:R:3 method="wB97M-V/def2-TZVPD" max_force_ha_per_bohr=0.0192 homo_ev=-11.8209 charge=+1 e_tot_ha=-1667.83670 molar_mass_g_mol=482.5
C -0.87176 -3.46926 -1.78170 -0.043 0.120 -0.336
O 0.47561 -3.35130 -1.38153 -0.193 -0.132 0.307
C 0.79434 -2.06662 -0.89002 0.478 -0.003 -0.422
C 1.02979 -1.04254 -2.01796 -0.505 -0.224 0.049
C 0.03601 0.11423 -2.04577 -0.254 -0.234 0.107
C -0.00209 0.96678 -0.77908 0.251 0.130 -0.225
C 1.38621 1.39414 -0.26489 -0.097 0.098 0.524
C 1.86835 0.56388 0.89720 0.776 -0.232 -0.568
C 3.07524 -0.12176 0.76766 -0.632 0.168 0.490
N 3.54233 -0.88887 1.77239 -0.156 0.258 -0.239
C 2.88079 -1.04188 2.92763 -0.718 0.325 0.302
C 1.67707 -0.38175 3.12353 0.590 -0.122 -0.591
C 1.18046 0.43183 2.10287 0.229 -0.508 -0.016
C -0.09044 1.17235 2.39981 0.078 -0.197 -0.329
O -0.05805 2.29308 2.78069 -0.034 0.823 0.409
O -1.19888 0.44067 2.21838 0.082 -0.630 0.216
H -1.13953 -4.51949 -1.80560 0.066 -0.156 0.079
H -1.03290 -3.06836 -2.78694 0.010 0.109 -0.048
H -1.54143 -2.94038 -1.09894 -0.040 -0.020 0.139
H 0.02133 -1.74140 -0.18681 -0.065 0.062 0.104
H 1.72751 -2.21190 -0.34625 -0.003 -0.040 0.228
H 0.88952 -1.59933 -2.94146 0.158 -0.034 -0.180
H 2.06136 -0.70725 -2.04584 0.118 0.141 0.070
H -0.95290 -0.33571 -2.16153 -0.158 0.077 -0.022
H 0.17442 0.72815 -2.93088 0.311 0.110 -0.064
H -0.52848 0.40331 -0.01620 -0.063 0.021 0.197
H -0.57838 1.87148 -0.95418 -0.183 0.017 -0.113
H 2.13614 1.37094 -1.04952 0.018 -0.032 -0.205
H 1.35546 2.42524 0.08701 -0.091 0.123 0.004
H 3.66053 -0.06529 -0.13456 0.151 -0.059 -0.068
H 4.42869 -1.35782 1.64126 0.011 -0.075 0.032
H 3.30323 -1.68057 3.68576 0.193 -0.065 -0.060
H 1.13392 -0.48532 4.05225 0.069 -0.048 0.081
H -1.73501 0.46413 3.02792 -0.208 0.177 0.022
O 2.65120 0.13422 -4.25174 0.125 -0.007 0.076
C 3.12523 -0.53305 -5.12826 -0.202 0.183 -0.128
O 4.45615 -0.65967 -5.30178 0.035 -0.051 0.049
C 4.73419 -1.43022 -6.48818 0.027 -0.117 -0.144
C 3.47265 -2.24698 -6.73460 -0.112 0.018 0.006
C 2.38749 -1.31537 -6.19661 0.294 -0.320 0.006
H 4.94834 -0.73715 -7.30338 -0.024 0.019 0.007
H 5.61262 -2.04422 -6.30859 0.035 0.084 0.110
H 3.34326 -2.52921 -7.77684 0.030 0.058 -0.015
H 3.50137 -3.16064 -6.13931 0.019 -0.005 -0.011
H 2.03368 -0.61359 -6.95308 -0.070 0.025 0.033
H 1.54336 -1.84795 -5.76710 -0.113 0.167 -0.003
O -1.77177 5.18349 -1.88247 -0.059 -0.156 -0.172
C -2.65691 4.65252 -1.28103 0.156 0.260 0.020
O -3.65602 3.96038 -1.88519 -0.062 -0.035 0.084
C -4.60879 3.50278 -0.90260 0.097 -0.031 0.033
C -3.83403 3.48986 0.40998 -0.059 -0.056 0.138
C -2.85486 4.63769 0.21791 -0.093 -0.381 0.118
H -5.45402 4.19268 -0.88188 0.034 0.054 -0.015
H -4.96607 2.52010 -1.19994 0.034 0.019 -0.115
H -4.47049 3.58830 1.28758 -0.048 0.008 -0.051
H -3.27148 2.55729 0.49783 -0.080 -0.041 0.006
H -3.26476 5.59945 0.52845 0.062 0.030 0.005
H -1.90843 4.45711 0.72071 0.063 0.270 -0.010
O 0.14295 -0.44326 5.71795 -0.045 -0.036 0.021
C -1.02060 -0.67850 5.88644 0.038 0.061 0.248
O -1.92399 -0.51272 4.89161 -0.143 0.084 -0.158
C -3.26172 -0.78643 5.37469 -0.254 -0.066 0.183
C -3.05749 -1.66594 6.60009 0.124 -0.004 0.067
C -1.71504 -1.16190 7.13768 -0.302 -0.250 -0.273
H -3.73663 0.16479 5.61949 0.046 0.018 0.004
H -3.82864 -1.27387 4.58576 0.127 0.035 -0.099
H -3.87620 -1.59873 7.31183 0.000 0.070 -0.013
H -2.96110 -2.70822 6.29460 -0.025 0.002 -0.003
H -1.82962 -0.31528 7.81591 0.067 0.006 0.035
H -1.13231 -1.94118 7.61941 0.133 0.140 0.093



Entry 3:
17
Properties=species:S:1:pos:R:3:forces:R:3 method="wB97M-V/def2-TZVPD" max_force_ha_per_bohr=0.0946 homo_ev=-10.2689 e_above_lowest_kj_mol=553.7 e_tot_ha=-455.14760 molar_mass_g_mol=128.1
O -0.35478 -2.99597 2.43902 -0.202 -0.003 0.095
N -0.08078 -1.81827 2.33971 2.160 -1.599 -1.049
O 0.96938 -1.40342 1.83380 -1.896 0.288 0.966
H -0.82075 -1.22591 2.71042 -0.033 1.413 -0.001
C 0.81782 2.22202 -0.25957 -0.321 2.219 -0.281
C 0.00992 1.16874 -0.30051 0.257 2.057 -1.025
C -0.75104 1.07895 0.86284 -2.319 -1.554 3.984
N -1.31991 0.97676 1.88609 1.166 0.243 -2.445
C -0.34355 0.43533 -1.55429 3.699 -2.649 0.926
C 0.16232 -1.07363 -1.30192 -1.260 0.702 -0.943
H 1.17256 2.54872 -1.21907 0.818 0.000 -0.235
H 0.80894 3.05417 0.51055 0.312 -1.745 -0.500
H 0.24248 0.70963 -2.45617 -0.291 0.597 0.840
H -1.34368 0.56061 -1.75444 -2.435 -0.126 -0.457
H 1.17875 -1.00278 -0.90665 0.001 -0.212 -0.552
H 0.04974 -1.59602 -2.28018 0.544 0.071 0.843
H -0.39741 -1.63892 -0.54964 -0.200 0.298 -0.166